Here is a cluster of 11 separate species, C28H78O11 in total at a distorted geometry from OMol25. Energies are from ωB97M-V/def2-TZVPD.

Element x y z (Å)
C1 -3.2356 -2.1553 2.6879
H1 -4.2733 -1.2575 -3.9699
H2 -4.1419 3.2890 1.6269
H3 2.7815 3.3878 2.7700
O1 3.6602 3.2385 3.1771
H4 -3.5176 -0.3304 -6.0989
H5 -0.5596 -1.9460 -2.0454
C2 -2.6726 -2.9102 3.9342
H6 -6.7765 -3.2068 -2.2854
H7 -3.0401 -3.9337 3.9828
H8 -0.4554 3.8412 -3.4996
H9 2.7783 -3.8984 0.5966
C3 -5.2391 -1.7756 -2.2180
H10 3.0189 -0.3452 -3.0633
O2 2.2725 -1.5844 3.9380
C4 3.6313 -4.0528 1.3030
H11 1.8214 -1.1825 3.1961
H12 0.4059 5.4331 -3.3528
H13 -2.4726 -3.4358 1.1056
H14 5.8927 1.7961 2.7744
H15 0.7354 0.4963 4.6215
H16 -6.8545 -1.8770 -3.4611
C5 0.3042 -1.6802 -0.0106
H17 -0.8082 -0.3614 -1.3069
H18 -2.7882 -2.3587 4.8442
H19 0.3983 1.3809 -3.2828
H20 6.2801 3.4847 3.4085
H21 3.1586 2.6302 0.4286
C6 1.7490 0.7033 -4.3840
H22 -2.7690 -1.1362 -7.3550
H23 2.0209 4.2798 -0.1279
O3 0.4566 0.6124 -3.8358
C7 1.5738 -1.4162 5.1986
C8 -0.7394 -1.4274 -1.1312
H24 1.9788 -1.7797 -1.5744
O4 0.0646 -0.9151 1.1759
C9 4.8676 -3.1328 1.0969
H25 -4.6714 1.0397 0.8568
C10 0.2764 2.7661 1.9582
H26 -6.7428 -1.2385 -0.6081
H27 6.2567 -4.6991 1.6217
H28 0.8435 0.2986 6.3959
H29 0.3522 3.8355 1.8296
H30 -1.6838 -1.1756 2.0023
C11 0.4772 4.3294 -3.2791
O5 -4.6231 -0.8624 -3.1344
H31 -3.8125 -2.4272 0.7213
C12 -6.2263 -2.5660 -2.9546
H32 -5.7192 -3.1700 -3.6697
H33 4.6944 1.8782 0.2916
C13 3.9511 2.1612 1.0480
H34 -3.3321 3.5750 0.1502
H35 4.4027 -1.8905 2.4908
H36 1.5580 0.7025 -5.4629
O6 -0.1975 2.1564 0.8129
H37 1.5133 -0.2244 -0.8772
H38 2.3074 0.5902 5.4405
C14 -5.8414 -0.8194 -1.1491
H39 -0.3738 2.7826 4.1502
H40 0.2107 -2.6623 0.4157
H41 -1.5845 -3.0731 3.7930
C15 -2.5486 -0.6242 -6.4225
H42 2.2342 -1.7510 6.0069
O7 -2.5716 1.1633 0.6867
O8 0.6730 2.5469 -1.8509
C16 5.9293 2.8687 2.5740
H43 -1.6942 -1.7589 -0.7777
C17 -3.8989 1.5738 0.3174
H44 -1.1878 1.9982 0.8643
H45 -6.2899 0.0584 -1.6799
O9 4.5778 -1.8113 1.5112
C18 1.3348 0.0641 5.4014
H46 1.9656 5.4972 -1.4934
H47 2.9108 3.9234 -1.5610
H48 -4.6067 -2.5395 -1.7840
C19 -1.7744 -1.3487 -5.3712
H49 3.8008 -5.1158 1.2203
C20 -0.7080 2.4189 3.2091
C21 0.7262 3.9326 -1.8460
C22 -3.3901 -3.0594 1.5537
H50 -0.7591 1.3369 3.3852
O10 -2.5195 -0.9853 2.4098
H51 -2.3140 -2.6725 -4.0246
H52 5.7842 -3.6684 3.0106
H53 0.2181 0.0512 0.9775
H54 0.5145 2.1786 -0.9914
H55 5.2077 -3.0323 0.0245
H56 4.5775 4.1091 1.5545
H57 2.4886 -1.4239 0.0782
H58 3.4364 -0.5575 -4.7250
H59 6.8505 -3.0809 1.8347
H60 0.6812 -2.0431 5.1279
H61 -5.1330 -0.5647 -0.4373
H62 -0.1865 4.3798 -1.2772
H63 -1.4549 -0.5734 -4.6433
H64 -4.0188 1.3624 -0.7417
H65 3.3113 -3.7685 2.2890
H66 3.5614 1.2294 1.5069
C23 4.5300 3.1646 2.0769
H67 -4.0738 -3.8942 1.7684
C24 2.5943 -0.4909 -4.0475
H68 -5.0464 3.3956 0.0854
H69 1.3030 2.3781 2.1559
C25 1.7093 -1.2729 -0.6210
H70 -2.6169 0.5245 1.4770
H71 6.6089 3.0575 1.7166
C26 1.9981 4.4430 -1.2180
H72 1.2055 3.9718 -3.9416
H73 -4.3023 -1.8609 3.0207
C27 6.0068 -3.6833 1.8961
H74 -2.0548 0.2743 -6.6939
H75 2.2833 1.6437 -4.1175
H76 2.0296 -1.4476 -4.1326
H77 -0.8983 -1.8435 -5.8032
O11 -2.7302 -2.2533 -4.7923
H78 -1.7172 2.7832 2.9491
C28 -4.0993 3.0163 0.5971

E_HOMO in eV: -9.69
Energy relative to the best compared isomer or geometry (same formula, charge and spin) in eV: 0.939
2S+1: 1
Total energy in eV: -52820.893
SMILES: CC(C)O.CC(C)O.CC(C)O.CC(C)O.CC(C)O.CC(C)O.CCO.CCO.CCO.CCO.CCO
Gap between HOMO and LUMO in eV: 10.37
F_max in eV Å⁻¹: 3.7